C16H26NSTi | ωB97M-V/def2-TZVPD

```
45
Properties=species:S:1:pos:R:3:forces:R:3:lowdin_spin:R:1
C -0.0432 -1.3684 1.9533 -0.5 -0.3 7.5 0.1182
H -0.5156 -1.0447 2.9899 0.9 -1.0 -2.0 0.0017
H -0.7998 -1.9379 1.4403 -0.3 -1.0 -0.5 0.0274
H 0.1892 0.7051 1.8611 -0.6 -0.3 0.7 0.0598
C 1.3639 -1.9388 2.2040 0.4 -0.2 -0.7 0.0051
H 1.8161 -2.3819 1.2863 -0.3 0.1 0.3 0.0000
H 2.0471 -1.1302 2.5080 -0.3 -0.1 0.0 0.0021
C 1.3005 -3.0037 3.3075 -0.1 -0.3 -0.1 0.0040
H 2.2211 -3.5897 3.4001 -0.1 0.2 -0.2 0.0006
H 1.1023 -2.5253 4.2606 0.0 0.1 0.1 0.0000
H 0.4728 -3.6884 3.1069 0.1 -0.1 0.0 0.0005
C -0.4933 0.2619 -1.9163 1.0 -0.7 -0.1 0.1776
C 0.1913 -0.9835 -1.7710 -0.9 -0.1 0.5 0.0025
C -0.6457 -1.8602 -0.9920 0.5 0.2 -1.4 0.2055
C -1.8041 -1.0957 -0.5712 -0.3 1.4 -0.5 0.0997
C -1.6706 0.2287 -1.1114 -0.9 -1.4 0.7 0.0909
C -2.6756 1.3189 -1.0094 -0.1 0.3 0.3 0.0149
C -3.0117 -1.6495 0.0959 -0.3 -0.2 0.3 0.0096
C -0.4351 -3.3162 -0.7856 0.1 -0.3 0.2 0.0295
C 1.4885 -1.3309 -2.3997 0.3 -0.2 -0.2 -0.0073
C -0.0605 1.3707 -2.7949 0.0 0.4 0.0 0.0300
Ti 0.0623 -0.2775 0.5371 0.5 3.6 -3.5 0.0587
H -3.6852 -0.8572 0.4381 0.1 -0.2 0.0 0.0009
H -3.5740 -2.2678 -0.6195 0.1 0.1 0.1 0.0055
H -2.7742 -2.2895 0.9564 -0.1 0.1 -0.2 0.0018
H -3.3861 1.1335 -0.1976 0.1 0.1 -0.2 0.0005
H -2.2036 2.2928 -0.8310 -0.1 -0.2 -0.1 0.0026
H -3.2478 1.3972 -1.9440 0.1 0.0 0.1 0.0068
H 1.0255 1.5203 -2.7606 -0.2 -0.2 -0.1 0.0061
H -0.3333 1.1520 -3.8400 0.1 0.0 0.2 0.0127
H -0.5390 2.3178 -2.5236 0.0 -0.2 -0.1 0.0013
H 1.8784 -2.2748 -2.0077 0.0 0.2 -0.2 -0.0002
H 1.3518 -1.4428 -3.4830 0.2 0.0 0.2 -0.0023
H 2.2407 -0.5489 -2.2329 -0.1 -0.2 -0.2 -0.0013
H -0.6231 -3.6525 0.2447 -0.1 0.1 -0.3 0.0061
H -1.1277 -3.8753 -1.4303 0.1 0.1 0.1 0.0141
H 0.5819 -3.6175 -1.0573 -0.2 0.0 0.0 0.0012
S 2.7591 3.0702 -0.9187 -0.8 0.6 0.8 -0.0006
C 1.3603 3.9007 -0.2226 -0.7 -4.5 0.6 0.0010
C 0.4748 2.9585 0.3471 4.0 -0.4 -2.3 0.0037
N 0.9673 1.6480 0.1636 1.2 -0.1 -0.5 0.0095
C 2.1819 1.5415 -0.4356 -2.2 1.8 1.3 -0.0018
H 1.1953 4.9208 -0.2131 0.1 1.9 -0.2 0.0000
H -0.4212 3.1191 0.8822 -0.7 0.2 0.4 0.0014
H 2.7215 0.5906 -0.4316 0.0 0.5 -0.4 0.0000
```
Forces are in eV/Å.

For the HOMO energy (spin up / spin down), the calculation gives -15.8001 / -15.8141 eV. As for the spin multiplicity: 2. The LUMO energy (spin up / spin down) comes out at -0.293 / -0.364 hartree. The energy is -1926.93944 hartree. The total charge is +2.